(1)
{
  "formula": "C35H42AsBCdClN3O4S4",
  "method": "wB97M-V/def2-TZVPD",
  "symbols": ["Cd", "O", "C", "S", "C", "C", "S", "S", "S", "C", "C", "C", "C", "C", "O", "C", "C", "C", "C", "C", "C", "Cl", "C", "C", "C", "N", "C", "N", "C", "N", "H", "H", "H", "H", "H", "H", "H", "H", "H", "H", "H", "H", "H", "H", "H", "H", "H", "H", "H", "H", "H", "H", "C", "As", "C", "C", "C", "C", "C", "C", "C", "C", "H", "H", "H", "H", "H", "H", "H", "H", "H", "H", "H", "H", "H", "C", "H", "H", "H", "O", "B", "O", "C", "C", "C", "C", "C", "C", "H", "H", "H", "H"],
  "coordinates": [[0.6018, 0.8700, -1.1693], [0.8215, 4.5077, 5.0975], [0.4879, 3.5973, 4.3546], [0.6010, 1.8945, 4.7537], [-0.0695, 1.2019, 3.2518], [-0.4022, 2.1130, 2.2947], [-1.1475, 1.8359, 0.7353], [-0.1808, 3.8187, 2.7520], [-0.2237, -0.5152, 3.2449], [1.9429, -5.8428, 4.4675], [2.3312, -4.5954, 3.6516], [1.5156, -3.4167, 4.1976], [3.8281, -4.3557, 3.9003], [2.0553, -4.8633, 2.1340], [2.6186, -6.1536, 1.7910], [0.5423, -4.9278, 1.8204], [-0.2133, -3.6500, 1.3916], [-1.7003, -3.8247, 1.6243], [-2.3837, -3.0002, 2.5156], [-3.7279, -3.2170, 2.7958], [-4.3882, -4.2630, 2.1781], [-6.0697, -4.5747, 2.5582], [-3.7452, -5.0747, 1.2590], [-2.4042, -4.8445, 0.9860], [2.8267, -4.0068, 1.0942], [2.7141, -2.5636, 1.0524], [2.1135, -1.8170, 0.1107], [2.2714, -0.5446, 0.3668], [3.0103, -0.5474, 1.5054], [3.3307, -1.7445, 1.9403], [1.9842, -5.5892, 5.5288], [2.6384, -6.6714, 4.3020], [0.9247, -6.1854, 4.2588], [1.7782, -3.2595, 5.2483], [0.4378, -3.6091, 4.1520], [1.7094, -2.4792, 3.6789], [4.0196, -4.3599, 4.9787], [4.1369, -3.3891, 3.5068], [4.4283, -5.1494, 3.4443], [2.1345, -6.8158, 2.2911], [0.0263, -5.3377, 2.6909], [0.4435, -5.6672, 1.0218], [-0.0436, -3.4614, 0.3289], [0.1221, -2.7703, 1.9411], [-1.8628, -2.1587, 2.9708], [-4.2546, -2.5727, 3.4890], [-4.2865, -5.8722, 0.7662], [-1.9008, -5.4741, 0.2578], [2.4882, -4.3711, 0.1243], [3.8804, -4.2646, 1.1884], [1.5760, -2.2221, -0.7358], [3.3120, 0.3535, 2.0173], [-2.4030, 4.6844, -2.1978], [-0.6129, 3.8688, -2.1042], [0.0157, 4.6250, -3.8249], [0.2642, 5.1883, -0.8871], [0.2565, 6.6015, -1.3575], [1.3040, 7.1184, -2.1269], [1.2532, 8.4039, -2.6467], [0.1470, 9.2127, -2.4119], [-0.8871, 8.7294, -1.6187], [-0.8265, 7.4467, -1.0912], [-2.3609, 5.7300, -2.5045], [-2.8830, 4.5964, -1.2215], [-2.9942, 4.1193, -2.9215], [-0.2500, 5.6743, -3.9671], [-0.4217, 4.0270, -4.6280], [1.1021, 4.5202, -3.8823], [1.2782, 4.8042, -0.7663], [-0.2566, 5.0690, 0.0576], [2.1724, 6.4935, -2.3093], [2.0752, 8.7807, -3.2451], [0.0953, 10.2104, -2.8314], [-1.7481, 9.3558, -1.4157], [-1.6215, 7.0849, -0.4472], [2.4374, 1.7813, -2.0910], [2.1429, 2.3734, -2.9660], [3.0990, 0.9873, -2.4577], [3.0455, 2.4267, -1.4470], [-1.3107, -1.2759, -3.3215], [-0.8843, -0.0805, -2.6658], [-1.4759, 0.9873, -3.4257], [-2.1889, 0.4463, -4.4504], [-2.8902, 1.0740, -5.4559], [-3.5136, 0.2609, -6.4076], [-3.4321, -1.1242, -6.3305], [-2.7134, -1.7493, -5.3067], [-2.0920, -0.9375, -4.3842], [-2.9412, 2.1554, -5.5054], [-4.0614, 0.7207, -7.2206], [-3.9270, -1.7315, -7.0798], [-2.6420, -2.8288, -5.2412]],
  "forces_ev_per_a": [[-0.1072, 0.2909, 0.1626], [-0.0416, -0.1441, -0.1272], [0.0376, 0.1592, 0.1796], [-0.0508, -0.1262, -0.1342], [-0.0510, 0.5372, -0.2561], [0.0939, -0.2134, 0.4939], [0.3843, -0.0672, -0.2457], [0.0223, -0.1101, -0.2279], [0.2364, -0.0058, 0.0902], [-0.0459, -0.0462, -0.0477], [0.1222, 0.0358, 0.0412], [0.0678, -0.0553, -0.1069], [-0.0978, 0.0113, -0.0226], [-0.2481, 0.1608, -0.0258], [0.0611, 0.0620, -0.0187], [0.0064, 0.0984, -0.0515], [-0.0891, -0.1319, 0.1461], [0.0440, -0.0579, -0.0282], [0.0153, -0.0669, -0.0155], [0.0036, -0.0070, 0.0052], [0.0795, 0.0128, -0.0216], [-0.0344, 0.0082, -0.0122], [0.0125, -0.0313, -0.0347], [-0.0144, -0.0075, 0.0123], [0.1121, -0.0893, 0.1442], [-0.0772, -0.0827, -0.0235], [-0.0578, -0.1543, 0.0868], [-0.1374, 0.1190, -0.0301], [-0.0257, 0.0580, -0.0205], [-0.1137, -0.0752, 0.0057], [0.0037, -0.0164, -0.0293], [-0.0270, 0.0221, 0.0244], [0.0624, 0.0100, 0.0572], [-0.0371, -0.0121, -0.0433], [0.1238, 0.0450, 0.0331], [-0.0460, -0.0218, 0.0003], [-0.0126, 0.0047, -0.0738], [0.0400, 0.0009, -0.0128], [-0.0187, 0.0464, 0.0239], [-0.0486, -0.0397, 0.0071], [0.0031, -0.0419, -0.0277], [-0.0474, -0.0527, -0.0128], [0.0129, 0.0539, 0.0270], [-0.0002, 0.0329, -0.0775], [-0.1347, -0.0779, -0.0187], [0.0379, -0.0190, -0.0329], [0.0047, 0.0212, 0.0097], [-0.0171, 0.0139, 0.0466], [0.0472, 0.0219, -0.0608], [0.0399, 0.0237, 0.0092], [0.0321, -0.0309, 0.1246], [-0.0454, -0.0679, -0.0230], [-0.0276, -0.0551, 0.0901], [0.0402, 0.1630, -0.2088], [0.0722, -0.0796, -0.0295], [0.0378, 0.0591, -0.1712], [-0.0414, 0.0399, -0.0353], [0.0087, -0.0201, 0.0472], [-0.0776, 0.0278, 0.0088], [-0.0010, -0.0632, 0.0523], [0.0554, -0.0309, -0.0421], [0.0404, -0.0313, 0.0341], [-0.0003, 0.0231, 0.0077], [0.0179, -0.0064, -0.0317], [0.0397, -0.0013, 0.0190], [-0.0271, -0.0180, 0.0508], [0.0069, 0.0051, 0.0301], [-0.0635, -0.0081, -0.0084], [0.0062, 0.0228, 0.0507], [-0.0256, -0.0436, 0.1635], [-0.0516, 0.0116, -0.0479], [0.0086, -0.0436, 0.0152], [0.0154, -0.0059, 0.0125], [0.0089, -0.0095, 0.0390], [-0.0074, 0.0054, -0.0943], [-0.0275, 0.1180, 0.0655], [0.0014, 0.0119, -0.0057], [-0.0571, -0.0583, 0.0507], [-0.0850, -0.0187, 0.0657], [0.0462, -0.2523, 0.1822], [-0.0463, 0.2205, -0.3383], [-0.2290, -0.0262, -0.2071], [0.1794, 0.0203, 0.1586], [-0.0135, 0.0760, -0.0289], [0.0485, -0.0013, 0.0732], [0.0246, 0.0102, 0.0114], [0.0003, -0.1033, -0.0117], [0.0627, 0.0393, 0.1177], [-0.0123, -0.0481, 0.0056], [-0.0299, -0.0012, 0.0086], [0.0104, 0.0159, 0.0277], [0.0123, 0.0584, 0.0053]],
  "lumo_energy_ev": 3.78,
  "total_charge": -2,
  "relative_energy_kcal_mol": 0.0,
  "homo_energy_ha": -0.0320,
  "gap_ev": 4.647
}



(2)
{
  "formula": "C35H42AsBaCl2N2O4",
  "method": "wB97M-V/def2-TZVPD",
  "symbols": ["O", "C", "C", "C", "H", "C", "H", "C", "H", "C", "H", "C", "H", "H", "C", "C", "H", "H", "H", "C", "C", "H", "H", "H", "H", "Ba", "Cl", "Cl", "C", "O", "N", "C", "C", "H", "H", "H", "H", "H", "H", "H", "H", "H", "C", "C", "N", "H", "C", "O", "H", "H", "H", "H", "O", "As", "C", "C", "C", "C", "C", "C", "C", "C", "C", "C", "C", "C", "C", "C", "C", "C", "C", "C", "H", "H", "H", "H", "H", "H", "H", "H", "H", "H", "H", "H", "H", "H", "H"],
  "coordinates": [[2.8650, 1.3008, -4.1377], [2.3227, 2.1864, -4.8191], [2.0987, 3.5977, -4.3942], [1.4463, 3.7401, -3.1744], [1.1491, 2.8450, -2.6254], [1.1718, 4.9996, -2.6570], [0.7210, 5.0161, -1.6900], [1.4653, 6.1379, -3.3806], [1.3211, 7.1044, -2.9250], [1.9728, 5.9896, -4.6531], [2.1510, 6.8808, -5.2266], [2.2178, 4.7302, -5.2115], [2.4647, 4.6197, -6.2746], [1.7344, 1.9025, -5.7260], [-0.0376, -0.6459, -4.4407], [-0.9417, 0.0887, -3.5705], [-0.1889, -0.3067, -5.4809], [-0.0844, -1.7600, -4.4831], [0.9949, -0.3365, -4.2080], [-1.4316, 1.2933, -3.8246], [-2.8125, 1.2930, -4.4283], [-0.9887, 2.3077, -3.6771], [-2.8049, 1.7314, -5.4336], [-3.5835, 1.8466, -3.8695], [-3.2055, 0.2432, -4.4713], [-0.9016, -0.0393, -1.1332], [-1.1467, 2.9192, -0.8531], [-4.1515, -0.0817, -1.3595], [-3.2858, -1.9643, 0.4705], [-2.0697, -2.1310, 0.4375], [-4.1311, -2.4538, 1.3645], [-3.5796, -3.2686, 2.4455], [-5.5084, -1.9650, 1.4456], [-3.7772, -1.2678, -0.3693], [-2.6727, -3.7544, 2.0781], [-4.3220, -4.0200, 2.7281], [-3.3399, -2.6584, 3.3317], [-5.7614, -1.5328, 0.4693], [-5.6232, -1.1978, 2.2290], [-6.1647, -2.8091, 1.6810], [2.2730, -5.2594, -1.8745], [4.6251, -3.8726, -1.7969], [1.9693, -4.5038, -2.6160], [4.1378, -3.2506, -2.5634], [2.6874, -3.2510, -2.3874], [0.8986, -4.2909, -2.5282], [2.0348, -2.1599, -1.9627], [0.7916, -2.1556, -1.7431], [4.4936, -2.2184, -2.4611], [2.6682, -1.2558, -1.8459], [2.2050, -4.8824, -3.6205], [4.4029, -3.6399, -3.5562], [0.8255, 0.1826, 0.8060], [0.5104, 0.1054, 2.4537], [-1.3126, 0.5186, 3.0065], [-1.6645, 0.1292, 4.3114], [-2.9807, 0.2787, 4.7620], [-3.9470, 0.8340, 3.9139], [-3.5762, 1.2790, 2.6361], [-2.2534, 1.1657, 2.2000], [0.8659, -1.7229, 2.9367], [2.1432, -2.2514, 2.7095], [2.4144, -3.5683, 3.0969], [1.3997, -4.3583, 3.6523], [0.1019, -3.8486, 3.7945], [-0.1745, -2.5377, 3.3909], [1.7339, 1.3861, 3.1259], [3.0946, 1.2634, 2.8252], [3.9855, 2.1975, 3.3507], [3.5037, 3.2918, 4.0901], [2.1212, 3.4560, 4.2913], [1.2249, 2.5143, 3.7771], [-0.9073, -0.3019, 4.9769], [-3.2406, -0.0435, 5.7781], [-4.9764, 0.9262, 4.2549], [-4.3218, 1.7251, 1.9800], [-1.9543, 1.6196, 1.2451], [2.9000, -1.6377, 2.2198], [3.4232, -3.9630, 2.9720], [1.6202, -5.3752, 3.9851], [-0.7023, -4.4512, 4.2245], [-1.1895, -2.1440, 3.4162], [3.4349, 0.4579, 2.1708], [5.0576, 2.0678, 3.1878], [4.1988, 4.0131, 4.5166], [1.7319, 4.3102, 4.8544], [0.1408, 2.6408, 3.8603]],
  "forces_ev_per_a": [[-0.8079, 2.3064, -1.4814], [-0.1302, -1.8653, 1.0132], [-0.6119, 0.0474, -0.0672], [0.4706, -0.1888, 0.4719], [0.1539, 0.3310, 0.0572], [-0.0629, -0.5886, -0.1009], [-0.3761, 0.2026, 0.4767], [0.2408, -0.5293, 0.5226], [-0.1019, 0.2199, -0.1487], [0.0823, -0.2072, -0.8408], [0.0535, 0.1632, -0.3850], [0.1989, -0.0708, 0.0946], [0.2431, 0.1472, 0.4964], [0.6430, -0.0396, -0.0030], [2.1235, -0.5890, -0.4134], [-0.5565, -0.6282, -1.7670], [-0.0714, -0.1971, 0.1855], [-0.0570, 0.5971, 0.3864], [0.6051, -0.6295, -0.4396], [-1.1209, 1.0058, -0.1657], [-1.5497, -0.1350, 0.5686], [0.1108, -0.3489, -0.4753], [0.1934, -0.0325, -0.1004], [0.1431, 0.2064, 0.0658], [0.5192, 0.8986, -0.1101], [-0.9014, -0.3380, 1.1434], [0.1002, 0.2328, 0.3788], [-0.8461, 2.3684, -1.8754], [-1.0364, 1.3125, -2.1132], [1.2048, -0.6247, 0.8585], [0.0388, -0.9671, 1.7205], [-0.5331, 0.1960, 0.0030], [0.5446, -0.1827, -0.1800], [0.6674, -1.9152, 1.9563], [-0.1072, 0.1073, 0.0867], [0.1016, -0.0214, 0.0803], [-0.0470, -0.1368, -0.1129], [-0.0198, -0.0556, 0.3241], [0.0612, -0.1726, -0.1834], [-0.0431, 0.1246, -0.0854], [-0.1292, 0.1902, -0.1583], [-0.1016, 0.1052, -0.1861], [0.1121, 0.2538, 0.0537], [-0.3926, 0.1169, 0.1381], [0.5444, -0.4043, -0.1320], [0.2973, -0.1432, -0.0220], [-2.8256, 0.1297, 0.3306], [2.9710, 0.1276, -0.3393], [0.0169, -0.2843, -0.1109], [-0.2809, -0.3256, -0.0062], [-0.0925, 0.1058, 0.2197], [-0.0613, 0.1624, 0.2212], [-0.1248, -0.1839, 1.2100], [-0.2619, 0.0352, -2.7136], [0.0466, 0.0804, 0.8365], [-0.2347, -0.0061, -0.0448], [0.1823, 0.0448, -0.0117], [0.5256, -0.0914, -0.2779], [-0.0555, -0.0544, 0.4753], [0.2357, -0.0969, -0.2916], [-0.1079, -0.3063, 0.2011], [-0.2670, -0.1759, 0.3548], [-0.2537, 0.2212, -0.1127], [-0.1474, 0.2215, 0.1512], [0.2237, 0.1578, -0.2530], [0.3776, -0.1272, 0.2005], [-0.0004, 0.5977, 0.4808], [-0.1178, 0.1028, 0.3678], [-0.1783, 0.2556, 0.0484], [-0.5179, -0.3968, 0.0198], [0.2714, -0.0096, -0.1866], [0.4802, -0.2255, 0.1899], [-0.3406, 0.0937, -0.2268], [0.0718, 0.1623, -0.4583], [0.1807, 0.0021, -0.1079], [0.2493, -0.0640, 0.0633], [-0.1598, -0.2309, 0.1425], [-0.1107, -0.2243, 0.2695], [-0.2987, 0.0083, -0.0182], [-0.0514, 0.3107, -0.1371], [0.3070, 0.0760, -0.2573], [0.3216, -0.1974, 0.1434], [-0.0337, 0.2414, 0.3458], [-0.3312, 0.1615, -0.0225], [-0.1283, -0.1525, -0.1282], [0.2442, -0.2425, -0.2982], [0.4266, -0.0246, 0.1956]],
  "lumo_energy_ev": [2.06, 2.06],
  "total_charge": -1,
  "relative_energy_kcal_mol": 94.8,
  "homo_energy_ha": [-0.0516, -0.0350],
  "gap_ev": [3.460, 3.010]
}